This record from the OMol25 dataset describes C6H6I2 as an isolated structure. The level of theory is ωB97M-V/def2-TZVPD.

The geometry in ORCA input format:
```
! wB97M-V def2-TZVPD RIJCOSX def2/J DEFGRID3
* xyz 0 1
C 0.5241 1.4003 -0.5453
C -1.0476 -1.4571 0.5999
C -0.8637 0.8764 -0.1746
C 0.2999 -0.9197 0.3354
C 0.3598 0.5261 0.5988
C -0.8217 -0.6286 -0.5841
I 0.8349 1.5842 2.9145
I -0.5676 -1.4288 -2.5413
H 0.7167 1.0720 -1.5305
H 0.4960 2.3948 -0.4123
H -1.1798 -2.4866 0.4860
H -1.4596 -1.0519 1.5108
H -1.7749 1.5729 0.0011
H 1.1994 -1.6161 0.1158
*
```

HOMO-LUMO gap, eV: 8.347
E_HOMO, eV: -9.2
E_LUMO, eV: -0.831

=====

This record from the OMol25 dataset describes a single C4H8N4 molecule. The level of theory is ωB97M-V/def2-TZVPD.

The geometry in ORCA input format:
```
! wB97M-V def2-TZVPD RIJCOSX def2/J DEFGRID3
* xyz 0 1
C -0.0054 1.1305 2.0898
C -0.0983 0.6906 0.6635
N -0.7488 1.3764 -0.1836
C -0.7745 0.9655 -1.5629
N -0.3740 -0.4045 -1.7821
C 0.2126 -1.0095 -0.8109
N 0.6611 -2.2951 -1.0083
N 0.7448 -0.3741 0.3086
H -0.4288 2.1242 2.2020
H -0.5297 0.4248 2.7334
H 1.0327 1.1806 2.4184
H -0.1398 1.6396 -2.1555
H -1.8076 1.0707 -1.9188
H 0.2597 -2.7387 -1.8197
H 0.7694 -2.8791 -0.1936
H 1.2267 -0.9019 1.0196
*
```

HOMO-LUMO gap, eV: 9.133
E_HOMO, eV: -8.4
E_LUMO, eV: 0.686

=====

This record from the OMol25 dataset describes a single C6H12OSe molecule. The level of theory is ωB97M-V/def2-TZVPD.

The geometry in ORCA input format:
```
! wB97M-V def2-TZVPD RIJCOSX def2/J DEFGRID3
* xyz 0 1
C -0.9408 -0.0960 0.0812
C 1.7161 1.1276 -1.0022
C -0.0730 -0.3969 -1.1172
C 0.8903 0.5994 1.6383
C -1.0032 -0.9242 -2.3547
C 0.4174 0.7372 3.0776
O 0.6205 0.7040 -1.7322
Se 1.2066 2.1611 0.6701
H -1.3698 0.9347 -0.0305
H -1.4833 -1.0017 0.4699
H 2.2209 0.3240 -0.5526
H 2.4070 1.8673 -1.5252
H 0.6446 -1.1431 -0.8595
H 1.5588 -0.2222 1.2975
H -0.9643 -1.9477 -2.7458
H -0.9799 -0.1979 -3.1790
H -2.0090 -0.8040 -1.9752
H -0.7251 0.8867 3.1058
H 0.8998 1.5898 3.5459
H 0.5520 -0.2124 3.5366
*
```

HOMO-LUMO gap (alpha / beta), eV: 7.657 / 8.038
E_HOMO (alpha / beta), eV: -7.1 / -7.4
E_LUMO (alpha / beta), eV: 0.593 / 0.599

=====

This record from the OMol25 dataset describes a 5-piece molecular cluster, C39H51F10N6O20 overall. The level of theory is ωB97M-V/def2-TZVPD.

The geometry in ORCA input format:
```
! wB97M-V def2-TZVPD RIJCOSX def2/J DEFGRID3
* xyz 1 1
C -0.1704 3.6646 -1.7513
C -1.1837 4.0952 -2.6011
C -2.6780 3.9670 -2.2779
O -3.2315 3.0432 -2.7549
O -3.3853 4.8527 -1.4821
C -3.4653 4.3909 -0.1036
C -4.6107 3.3225 0.0953
C -3.9935 1.8859 0.1346
C -4.7368 0.9015 1.1164
C -4.5181 -0.5858 0.6362
C -2.9902 -0.8893 0.9091
C -2.6258 -2.4075 0.8177
C -1.9043 -3.0174 2.0800
C -2.7068 -2.7063 3.3433
F -4.0479 -2.5028 3.0491
F -2.3436 -1.5751 4.0234
C -2.8116 -3.8447 4.4481
F -2.3978 -5.0721 4.0290
F -4.0638 -3.9618 4.9456
C -0.3700 -2.7033 1.9567
N -0.1056 -1.2863 1.7022
C 0.7043 -0.9014 0.5468
C 2.2133 -1.1414 0.3494
O 0.1537 -0.2963 -0.3127
C 0.1838 -0.3794 2.7966
C -0.6839 0.9206 2.8763
O 1.0811 -0.4315 3.5636
N 0.5318 -3.2272 2.9891
C 1.8983 -3.4811 2.7034
O 2.3018 -4.4916 2.3296
F 2.8585 -2.5684 2.9978
C 0.2379 -3.4151 4.3533
O 0.2476 -4.4834 4.8079
F -0.0057 -2.4339 5.2555
N 0.0558 -3.5371 0.7747
C -0.8078 -3.5001 -0.3448
N -0.5428 -4.3704 -1.2883
C 0.5525 -5.3523 -1.2545
C 1.8112 -4.8883 -2.1126
C 3.0395 -5.6641 -1.5597
N 3.6831 -6.7419 -2.2735
O 3.4727 -5.3406 -0.5057
N -1.7723 -2.5580 -0.4094
C -2.6273 -2.5827 -1.6061
O -1.8620 -2.2158 -2.7358
C -2.3259 -1.0094 -3.3704
C -1.4296 0.2349 -3.0248
H 0.3137 2.6882 -1.9666
H 0.1547 4.2262 -0.8552
H -0.9132 4.5225 -3.5837
H -2.4630 3.9840 0.1497
H -3.6588 5.2839 0.5200
H -5.1945 3.5924 0.9954
H -5.2106 3.3838 -0.8380
H -3.9909 1.4337 -0.8802
H -2.9378 1.9499 0.4867
H -5.8202 1.1512 1.1691
H -4.3142 1.0346 2.1370
H -4.7669 -0.5849 -0.4432
H -5.1778 -1.2191 1.2610
H -2.4179 -0.3205 0.1504
H -2.7922 -0.4726 1.9100
H -3.5430 -3.0139 0.6526
H -2.0094 -4.1192 1.9235
H -2.1762 -3.5357 5.3075
H 2.7823 -0.6602 1.1824
H 2.5844 -0.6550 -0.5738
H 2.4825 -2.2175 0.3452
H -1.7005 0.7371 3.2680
H -0.7158 1.3881 1.8667
H -0.2060 1.6531 3.5574
H -0.0607 -4.4845 1.1603
H -1.1060 -4.3920 -2.1349
H 0.1630 -6.2493 -1.7876
H 0.8379 -5.7054 -0.2494
H 1.8723 -3.7916 -1.9914
H 1.5869 -5.2008 -3.1554
H 3.0880 -7.5660 -2.3419
H 3.9819 -6.4273 -3.1971
H -2.9154 -3.6564 -1.7860
H -3.5799 -2.0350 -1.5082
H -2.1833 -1.1632 -4.4650
H -3.4057 -0.7955 -3.2381
H -1.5006 0.9853 -3.8349
H -1.7046 0.6410 -2.0337
H -0.3924 -0.1589 -2.9626
C -6.1055 7.0611 -1.6470
C -7.0542 7.2335 -2.7991
O -8.1992 6.5196 -2.3725
C -8.2032 6.5902 -1.0070
O -9.1391 6.3374 -0.3261
O -6.9928 6.9946 -0.5306
F -6.5721 6.6527 -3.9251
H -5.5330 6.1331 -1.7101
H -5.4126 7.8951 -1.5476
H -7.3259 8.2703 -3.0100
C 2.0574 3.4321 -6.6461
C 0.9757 4.4402 -6.9158
O 0.5090 4.7551 -5.6164
C 1.5738 4.5754 -4.7780
O 1.6308 4.9940 -3.6696
O 2.5616 3.8615 -5.3815
F -0.0409 3.8938 -7.6244
H 1.6670 2.4162 -6.5558
H 2.8386 3.4428 -7.4040
H 1.3198 5.3504 -7.4115
C 5.6500 -1.7785 2.3246
C 6.8473 -1.9777 1.4411
O 6.7604 -0.8882 0.5397
C 6.1306 0.1140 1.2225
O 6.1194 1.2512 0.8823
O 5.5231 -0.3563 2.3448
F 6.7528 -3.1334 0.7378
H 4.7454 -2.2164 1.9053
H 5.8000 -2.1739 3.3278
H 7.8039 -1.9438 1.9654
C 10.4046 1.0287 4.5445
C 9.7471 0.5464 3.2824
O 8.6617 -0.2253 3.7674
C 8.3183 0.3259 4.9734
O 7.2974 0.1130 5.5357
O 9.2948 1.1494 5.4349
F 10.5728 -0.2618 2.5736
H 11.1168 0.3053 4.9466
H 10.9090 1.9844 4.4150
H 9.3705 1.3428 2.6364
*
```

HOMO-LUMO gap, eV: 6.798
E_HOMO, eV: -9.8
E_LUMO, eV: -2.979

=====

This record from the OMol25 dataset describes a 3-piece molecular cluster, C3H8N2 overall. The level of theory is ωB97M-V/def2-TZVPD.

The geometry in ORCA input format:
```
! wB97M-V def2-TZVPD RIJCOSX def2/J DEFGRID3
* xyz 0 1
C 1.4027 0.8306 -0.3032
C -0.6728 -0.3895 -0.1594
N -1.2011 0.5625 0.6475
N -1.3832 -1.5701 -0.2601
C 0.6268 -0.2867 -0.6590
H -2.2145 -1.6093 0.3090
H -0.8616 -2.4306 -0.3175
H -1.2070 1.4653 0.1791
H -0.0534 0.9461 1.3311
H 1.1303 -1.1938 -0.9738
H 1.0246 1.8275 -0.5010
H 2.4783 0.7551 -0.4312
H 0.9309 1.0931 1.1385
*
```

HOMO-LUMO gap, eV: 9.018
E_HOMO, eV: -8.1
E_LUMO, eV: 0.890

=====

This record from the OMol25 dataset describes a 11-piece molecular cluster, C31H56N11O13 overall. The level of theory is ωB97M-V/def2-TZVPD.

The geometry in ORCA input format:
```
! wB97M-V def2-TZVPD RIJCOSX def2/J DEFGRID3
* xyz 1 1
C -0.9397 -0.3749 0.1249
C 0.3336 -0.0716 1.0581
C 1.1272 -1.2549 1.4833
C 2.0797 -1.6929 0.4207
C 2.9608 -0.4816 -0.0478
C 2.2698 0.8693 -0.4451
N 1.1100 1.0649 0.3719
O 0.8466 2.2088 0.7058
C 1.9471 0.5987 -1.9393
C 3.2576 2.0830 -0.4201
C -0.2797 0.5523 2.4461
H -0.3692 -0.5455 -0.9018
H -1.6016 0.4902 -0.3193
H -1.6033 -1.2879 0.4140
H 0.5362 -2.0611 1.7457
H 1.9006 -1.1791 2.2333
H 1.6531 -2.2750 -0.3436
H 2.6592 -2.2084 0.7955
H 3.7292 -0.8233 -0.7149
H 3.7082 -0.5177 0.8336
H 2.9369 0.4875 -2.6473
H 1.3516 1.5419 -2.2416
H 1.2697 -0.2085 -2.1588
H 3.7052 2.0579 0.5535
H 2.7244 2.9864 -0.6813
H 4.1865 1.7417 -1.0896
H -0.8031 -0.0456 3.2943
H -0.9806 1.3139 2.0821
H 0.4219 1.0198 3.0672
N 7.2942 5.5326 0.3299
C 6.5909 6.4438 1.0753
C 5.2061 6.6156 0.3708
C 5.1555 5.5526 -0.7567
C 6.5462 4.9941 -0.6712
H 8.3467 5.4944 0.4605
H 7.1166 7.0350 1.7336
H 4.5699 7.3580 0.5716
H 4.4660 5.2110 -1.4324
H 6.9626 3.9400 -1.2802
N -4.5418 -1.7322 -4.1793
C -4.3365 -2.6704 -3.2171
C -3.1575 -2.2154 -2.3501
C -2.9203 -0.8677 -2.8693
C -3.8226 -0.5990 -4.0798
H -5.0779 -1.7625 -5.0427
H -4.7514 -3.5591 -2.9630
H -2.5989 -2.7682 -1.4805
H -2.2283 -0.2335 -2.5164
H -4.0385 0.2231 -4.7284
N 0.4907 -6.4898 -0.0847
C -0.6622 -6.1384 0.6485
C -1.0037 -4.6353 0.2257
C 0.0549 -4.3203 -0.7449
C 1.1066 -5.4574 -0.8362
H 0.9612 -7.3662 0.1430
H -1.1316 -6.7240 1.3598
H -1.7429 -4.0199 0.7812
H -0.0491 -3.3552 -1.2978
H 1.9229 -5.5783 -1.3540
N -5.9355 1.5013 1.3081
C -4.6047 1.7337 0.9584
C -3.8798 2.3437 2.0890
C -5.0134 2.6130 3.1049
C -6.2660 1.9741 2.5874
H -6.6848 1.2484 0.6122
H -4.2965 1.6728 -0.0475
H -2.9605 2.5757 2.3099
H -4.8307 3.2180 4.0907
H -7.2155 1.9051 2.9074
C -1.0149 4.7027 -2.0667
N -1.2949 3.5043 -1.2146
O -1.6134 3.5732 -0.0771
O -1.0983 2.4394 -1.8146
H -0.1475 4.8504 -1.7486
H -1.5853 5.5558 -1.9023
H -1.2512 4.3000 -3.0027
C -1.1734 -2.0273 -5.4401
N -0.3434 -1.6334 -4.2362
O 0.2175 -0.5206 -4.4613
O -0.0227 -2.4380 -3.4003
H -1.5558 -1.1818 -5.9378
H -2.1061 -2.5628 -5.0546
H -0.6097 -2.4870 -6.1132
C -4.8638 -1.4584 3.0648
N -3.8961 -2.2858 2.3591
O -2.7119 -2.3050 2.7359
O -4.1732 -2.8901 1.3029
H -5.4619 -2.0411 3.5993
H -5.5574 -0.9542 2.6435
H -4.3757 -0.7838 3.7480
C 3.0731 5.9698 -4.5480
N 1.8630 5.3220 -3.9337
O 0.8193 5.5007 -4.5197
O 2.1083 4.5976 -3.0405
H 3.4387 5.4893 -5.3587
H 3.9822 5.9866 -3.6773
H 2.9128 7.0729 -4.7426
C 2.4841 -6.6404 3.3366
N 2.3355 -5.1630 2.8553
O 3.2149 -4.6840 2.0846
O 1.7112 -4.4737 3.5566
H 3.5700 -6.7779 3.3279
H 1.9278 -7.3425 2.9100
H 2.3045 -6.6083 4.4759
C -0.8911 -2.5078 5.5306
N -0.1322 -1.3717 6.1960
O 0.7674 -0.7569 5.6110
O -0.5489 -1.1485 7.3600
H -0.6982 -3.5648 5.8644
H -0.8083 -2.5549 4.5417
H -1.9734 -2.3828 5.7719
*
```

HOMO-LUMO gap, eV: 4.604
E_HOMO, eV: -9.5
E_LUMO, eV: -4.926

=====

This record from the OMol25 dataset describes S2 as an isolated structure. The level of theory is ωB97M-V/def2-TZVPD.

The geometry in ORCA input format:
```
! wB97M-V def2-TZVPD RIJCOSX def2/J DEFGRID3
* xyz 0 1
S 0.0000 0.0000 1.3781
S 0.0000 0.0000 -1.3781
*
```

HOMO-LUMO gap, eV: 5.421
E_HOMO, eV: -9.9
E_LUMO, eV: -4.499

=====

This record from the OMol25 dataset describes C7H10 as an isolated structure. The level of theory is ωB97M-V/def2-TZVPD.

The geometry in ORCA input format:
```
! wB97M-V def2-TZVPD RIJCOSX def2/J DEFGRID3
* xyz 0 1
C -1.3135 -1.2554 -0.0505
C -0.3892 -0.7029 -1.0805
C 0.1085 0.7005 -0.9192
C -0.5474 1.6593 0.0428
C 0.9907 -0.3947 -0.4214
C 1.0288 -0.6817 1.0066
C 1.8593 -0.3226 1.8153
H -2.0969 -0.5831 0.3168
H -1.7503 -2.2226 -0.3536
H -0.4445 -1.3106 0.9899
H -0.2572 -1.2177 -2.0272
H 0.4789 1.1656 -1.8281
H 0.1400 2.4800 0.2697
H -1.4647 2.0753 -0.3857
H -0.8010 1.1780 0.9915
H 1.9351 -0.6111 -0.9155
H 2.5233 0.0438 2.5492
*
```

HOMO-LUMO gap, eV: 10.073
E_HOMO, eV: -9.2
E_LUMO, eV: 0.859

=====

What did we get for total energy? Answer: -827.45602 -376.24530 -2712.31332 -4348.27642 -228.49806 -2793.72421 -796.16442 -272.54622 a.u., in the order shown.